DFT (ωB97M-V with the def2-TZVPD basis set) results for C7H12 in the gas phase.

Each line ends with the Löwdin charge.
CARTESIAN COORDINATES (ANGSTROEM)
C: 2.3730 0.2443 -1.2718  -0.123
C: -0.6798 -0.3354 0.6160  -0.500
C: 0.3137 -1.0246 1.3349  0.087
C: -0.1212 -0.0529 -0.9120  -0.167
C: 1.0475 0.7521 -0.8268  -0.176
C: -2.1517 -0.5136 0.8361  -0.099
C: -1.5268 0.8391 1.0787  -0.094
H: 1.3620 -0.8645 1.1043  0.049
H: 2.4258 0.1752 -2.3711  0.079
H: -1.3820 1.1463 2.1105  0.100
H: -2.4893 -1.1070 1.6820  0.102
H: 0.0510 -1.7318 2.1168  0.062
H: -2.7747 -0.6106 -0.0503  0.101
H: -1.0008 0.4310 -1.3510  0.110
H: -1.7556 1.6520 0.3881  0.102
H: 0.9488 1.7910 -0.5209  0.105
H: 3.2003 0.8816 -0.9442  0.070
H: 2.5464 -0.7822 -0.9010  0.074
H: 0.0471 -1.0217 -1.3904  0.118

The HOMO-LUMO gap (alpha / beta) is 7.693 / 8.256 eV. Its total energy is -273.7505 hartree. Its HOMO energy (alpha / beta) is -7.28 / -7.45 eV. The calculation puts the lowest unoccupied orbital energy (alpha / beta) at 0.4126 / 0.8051 eV. The value obtained for the energy relative to the best compared isomer or geometry (same formula, charge and spin) is 99.2 kcal/mol.